1.
17
Properties=species:S:1:pos:R:3 method="wB97M-V/def2-TZVPD" fmax_ha_per_bohr=0.110 gap_ev=9.9872 e_above_lowest_kj_mol=548.48 smiles=C1C[C@H]2NC[C@@H]2N1 multiplicity=1 total_charge=0
C -0.215 -0.657 1.592
C -0.253 -1.502 0.250
C 0.244 -0.490 -0.650
C 0.790 1.523 -1.098
C -0.203 0.862 -0.101
H -1.166 -0.866 2.085
H 0.689 -1.009 2.007
H 0.392 -2.476 0.453
H -1.062 -2.011 -0.243
H 1.282 -0.505 -0.337
H -0.748 0.188 -2.079
H 0.458 2.286 -1.671
H 1.855 1.725 -0.858
H -1.280 0.957 -0.347
H -1.005 1.089 1.775
N 0.449 0.060 -2.028
N -0.227 0.827 1.250

=====

2.
17
Properties=species:S:1:pos:R:3 method="wB97M-V/def2-TZVPD" fmax_ha_per_bohr=0.092 gap_ev=8.4223 e_above_lowest_kj_mol=510.17 multiplicity=1 total_charge=0
C -1.697 0.288 -0.233
C -0.264 1.747 1.058
N -0.314 0.628 0.118
H 0.347 0.644 -0.845
H -2.243 -0.071 0.643
H -1.683 -0.495 -0.994
H -2.202 1.150 -0.674
H -0.745 2.635 0.641
H 0.770 1.980 1.322
H -0.799 1.509 1.982
C 1.337 -0.957 -1.314
N 0.917 -1.919 -2.068
C 0.989 -1.003 0.194
C 1.296 -1.464 1.291
H 0.213 -2.485 -1.583
H 2.193 -0.352 -1.640
H 1.886 -1.836 2.102